# C56H70N6O17

A cluster of 11 separate species, C56H70N6O17 in total (wB97M-V/def2-TZVPD, the Open Molecules 2025 dataset).

As for the total charge: 0. The value obtained for the gap between HOMO and LUMO is 8.645 eV. The value obtained for the highest occupied orbital energy is -0.339 Ha. Its spin multiplicity is 1. The energy is -102934.27505 eV.

Last column: Löwdin charge in e.
Atoms and positions in Å:
O: 2.72770 1.52362 -0.71765  0.06
O: -1.11783 -3.55943 -2.98055  -0.15
O: 1.22684 1.18780 -2.23974  0.08
O: -3.54376 2.65670 -2.68607  0.06
O: 3.83775 -4.14185 -5.81685  0.10
O: -3.58613 3.47657 -4.70285  0.09
O: -4.15510 4.11645 0.43253  0.09
O: -5.82448 -1.19880 1.64378  0.06
O: -2.05246 0.25673 -5.91059  -0.16
O: 0.54141 -2.52070 7.04583  -0.17
O: 6.95610 -2.73807 3.05499  0.06
O: -5.13537 5.09516 2.08281  0.09
O: -4.76944 0.44665 0.69926  0.07
O: 2.02560 -3.10691 -5.45569  0.05
O: 1.98368 0.57824 5.35656  -0.18
O: 7.76671 -2.07292 1.22159  0.08
O: 4.12392 3.60514 1.03602  -0.19
N: -4.16426 4.66589 1.51182  -0.37
N: -3.80880 2.62364 -3.88561  -0.34
N: 1.60236 1.24996 -1.09458  -0.33
N: 3.22484 -3.23774 -5.32719  -0.35
N: 6.79955 -2.27090 1.92969  -0.35
N: -5.77103 -0.21198 0.90223  -0.34
C: 4.03586 -0.03732 -3.62031  -0.06
C: 0.71783 0.78861 -0.01007  -0.13
C: -7.04666 1.44538 -0.48645  0.02
C: -0.89899 -4.25502 7.87898  -0.16
C: -0.49323 -1.56190 -5.73488  -0.17
C: -5.45119 0.17181 -6.17268  -0.07
C: 1.95635 2.30218 6.94277  -0.15
C: -1.52500 6.04878 3.68107  -0.07
C: 5.20707 -2.47913 -4.22858  -0.02
C: -1.73785 -1.91010 -6.52942  -0.17
C: 3.10344 -1.77861 2.12264  -0.05
C: -2.72885 5.86712 2.97575  -0.01
C: -9.35175 0.09259 0.14366  -0.07
C: -8.25562 1.88066 -1.02804  -0.06
C: -4.85136 1.34101 -5.72607  0.00
C: 5.41329 -1.98547 1.52678  -0.14
C: 0.21480 -3.35475 5.94342  -0.22
C: 4.42134 -2.04075 2.47346  0.00
C: -5.68579 -0.90022 -5.29827  -0.06
C: 5.36009 2.87913 0.72860  -0.15
C: -0.36515 -2.85302 8.14687  -0.18
C: -0.11567 -4.65968 6.63111  -0.18
C: 5.12552 -1.81149 0.16025  0.02
C: -2.22210 -0.55820 -7.03566  -0.22
C: -0.97126 -0.22820 -5.10497  -0.16
C: -1.18222 -0.37691 0.65369  -0.10
C: -5.24157 -0.78612 -4.00904  -0.08
C: -9.38611 1.19949 -0.69238  -0.09
C: 0.99677 -4.73322 -2.71516  -0.15
C: 1.09908 1.00164 1.32409  -0.02
C: 5.77761 3.41420 -0.69808  -0.13
C: -0.54637 5.11490 3.51636  -0.08
C: 1.46132 0.90576 6.61604  -0.23
C: -0.46350 0.08958 -0.39147  -0.01
C: -4.46417 1.36867 -4.38078  -0.15
C: 3.91967 -2.20457 -4.56805  -0.15
C: 2.77301 -1.76706 0.76182  -0.04
C: 5.83765 -1.59029 -3.43419  -0.08
C: -1.88595 3.81033 1.99203  0.03
C: 4.17004 4.83527 0.30856  -0.22
C: -7.01736 0.28469 0.30806  -0.15
C: 3.79270 -1.82965 -0.25392  -0.03
C: -0.51716 -3.25897 -1.72968  -0.20
C: -2.89768 4.75618 2.22209  -0.16
C: 0.37093 0.39244 2.33421  -0.07
C: -0.75174 -0.31714 1.96166  -0.06
C: 5.23377 -0.37593 -3.11278  -0.10
C: 3.23191 1.22255 5.15461  -0.19
C: 4.66138 4.41326 -1.02565  -0.18
C: -0.35493 -4.71300 -3.44191  -0.18
C: -4.63670 0.34682 -3.51079  -0.02
C: -0.67737 3.96819 2.68090  -0.03
C: 0.99208 -3.31398 -2.05614  -0.13
C: 3.09218 2.57390 5.90322  -0.14
C: -8.16136 -0.38187 0.69538  0.00
C: 3.28157 -0.99920 -4.30624  0.04
H: -4.61246 2.19046 -6.34567  0.12
H: 0.05399 3.19520 2.67840  0.07
H: 0.32572 -1.45332 -6.47105  0.11
H: 5.83729 -1.73127 -0.61515  0.09
H: 5.70696 2.53157 -1.33855  0.09
H: 6.75447 3.86030 -0.72064  0.10
H: -1.60257 -2.76517 -7.16262  0.10
H: 2.25810 2.27683 7.99017  0.10
H: -6.28992 -1.73253 -5.61132  0.11
H: -1.27800 6.87167 4.35015  0.11
H: 4.98912 5.25076 -1.56342  0.09
H: -0.66628 -0.00975 -1.46691  0.12
H: 1.57142 -3.29414 -1.12076  0.09
H: 0.36689 5.16679 4.13801  0.11
H: -10.32264 1.58701 -1.12377  0.12
H: 1.35032 -2.61114 -2.71436  0.06
H: -3.41607 6.68537 3.03889  0.12
H: 1.84114 -4.79038 -3.40015  0.09
H: -0.66639 -5.33396 6.01101  0.10
H: -1.36821 -0.39663 -4.06500  0.13
H: -0.64675 -2.91737 5.38421  0.12
H: -8.31951 2.78597 -1.58752  0.11
H: -0.96673 -5.64534 -3.18931  0.13
H: -1.37250 -0.85604 2.68291  0.12
H: 2.32566 -1.77027 2.84685  0.09
H: 3.80187 3.86104 -1.53505  0.13
H: 6.00830 3.06771 1.58746  0.11
H: 5.71221 0.31096 -2.46623  0.10
H: 0.36624 0.70446 6.54162  0.14
H: 6.92352 -1.70204 -3.17195  0.14
H: -6.15922 1.98135 -0.74493  0.10
H: -2.23504 -0.64826 0.41940  0.12
H: 3.56051 -1.77842 -1.27009  0.07
H: 1.80342 0.27331 7.40056  0.10
H: 0.15168 -2.77349 9.12712  0.13
H: -5.52955 -1.55569 -3.31624  0.11
H: 3.72216 0.96833 -3.40269  0.10
H: -0.72348 -3.98293 -0.97548  0.11
H: 1.18472 3.08520 6.87658  0.10
H: 1.73339 -1.68331 0.42266  0.09
H: 2.04918 1.52420 1.41929  0.12
H: -2.01348 3.03679 1.27617  0.11
H: 3.49123 1.21420 4.08723  0.11
H: 4.80910 5.56516 0.70228  0.10
H: -4.36029 0.36921 -2.46919  0.11
H: -5.87196 0.12011 -7.14773  0.10
H: -0.25897 -2.27694 -4.89039  0.10
H: -0.18575 -4.69287 -4.51841  0.11
H: -0.27017 0.57317 -5.15725  0.10
H: 4.00141 2.80160 6.42899  0.09
H: -1.94508 -4.16569 7.69036  0.10
H: -0.67254 -4.98993 8.66713  0.12
H: -0.88333 -2.30348 -1.40457  0.08
H: -3.20922 -0.51666 -7.43454  0.09
H: 0.79847 0.48979 3.32100  0.09
H: 3.13011 5.09859 0.31498  0.12
H: 2.91311 3.48059 5.29519  0.10
H: 0.81559 -5.18788 6.88694  0.12
H: -1.57932 -0.23842 -7.87230  0.12
H: 1.10266 -3.35556 5.25555  0.13
H: -10.28799 -0.40723 0.37929  0.11
H: 2.33335 -0.81263 -4.67633  0.09
H: -1.18388 -2.16050 8.14130  0.10
H: 4.04326 0.64478 5.72903  0.14
H: -8.18592 -1.26163 1.36673  0.13
H: 4.65073 -2.33310 3.48297  0.12
H: 1.13180 -5.52276 -1.96067  0.11
H: 5.02444 1.82601 0.73183  0.10
H: 5.75130 -3.39458 -4.55202  0.15
H: -2.56203 -2.22379 -5.79618  0.14